1.
Here is 14 unconnected molecules or ions with the total composition C101H211N9O19S5 from OMol25. Energies are from ωB97M-V/def2-TZVPD.

Results
- net charge = 0
- frontier orbital gap (eV) = 7.94
- lowest unoccupied orbital energy (eV) = 0.1602

CARTESIAN COORDINATES (ANGSTROEM)
C1 -7.9891 3.4223 -0.9811
C2 -7.5181 4.6234 -1.8485
C3 -6.4900 4.0910 -2.8656
S1 -6.7224 2.2495 -2.9947
O1 -5.5526 1.5194 -2.4601
O2 -7.2638 1.8978 -4.2805
C4 -8.1250 2.1047 -1.8756
H1 -8.8922 3.6645 -0.4210
H2 -7.1734 3.3183 -0.2656
H3 -7.1997 5.4886 -1.2672
H4 -8.3836 5.0270 -2.3740
H5 -5.4534 4.1929 -2.5444
H6 -6.7267 4.4040 -3.8825
H7 -8.1307 1.0828 -1.4962
H8 -8.9908 2.3148 -2.5034
C5 1.1668 4.1451 3.6592
C6 1.9769 5.4211 3.5196
C7 1.0263 6.5273 3.0216
S2 -0.1976 5.6527 1.9619
O3 0.0418 5.9949 0.5586
O4 -1.5223 5.7697 2.5128
C8 0.3401 3.9257 2.3427
H9 0.5200 4.3525 4.5117
H10 1.9173 3.3768 3.8448
H11 2.7987 5.1823 2.8445
H12 2.5227 5.7766 4.3936
H13 1.4669 7.2513 2.3362
H14 0.6076 7.0745 3.8663
H15 0.9084 3.6128 1.4667
H16 -0.4558 3.1960 2.4913
C9 -1.5624 6.6950 -3.3537
C10 -1.2943 5.5898 -2.2510
C11 -2.5502 5.3902 -1.4482
S3 -3.5404 7.0107 -1.3361
O5 -3.3419 7.6762 -0.0271
O6 -4.8832 6.8713 -1.9365
C12 -2.3388 7.7830 -2.5708
H17 -2.1868 6.3294 -4.1689
H18 -0.6253 7.1164 -3.7176
H19 -0.4086 5.7881 -1.6474
H20 -0.9536 4.6498 -2.6849
H21 -2.4667 4.9275 -0.4648
H22 -3.2254 4.7195 -1.9796
H23 -1.6421 8.2993 -1.9104
H24 -2.8982 8.5278 -3.1368
C13 -6.3479 3.8907 3.7705
C14 -5.0153 3.1473 3.8445
C15 -3.9207 4.0165 3.2361
S4 -4.7631 5.0208 1.8764
O7 -4.5793 4.4411 0.5147
O8 -4.5124 6.4455 1.9994
C16 -6.5366 4.6174 2.4385
H25 -6.2936 4.6158 4.5825
H26 -7.1988 3.2860 4.0842
H27 -5.1184 2.2576 3.2233
H28 -4.8535 2.7992 4.8647
H29 -3.0619 3.5219 2.7824
H30 -3.5439 4.7706 3.9271
H31 -6.9185 3.8546 1.7600
H32 -7.3233 5.3604 2.3072
C17 -2.7776 0.0619 7.9018
C18 -2.5318 1.3188 8.7053
C19 -1.3610 1.9689 7.9547
S5 -1.8540 1.9561 6.0954
O9 -0.7545 1.7481 5.1792
O10 -2.6862 3.1362 5.9953
C20 -2.9338 0.4948 6.4037
H33 -3.6246 -0.5376 8.2357
H34 -1.9072 -0.5938 7.9263
H35 -2.2372 1.1394 9.7392
H36 -3.4923 1.8273 8.6203
H37 -0.5282 1.3031 8.1809
H38 -1.1397 3.0036 8.2166
H39 -2.7738 -0.3012 5.6765
H40 -3.9869 0.7675 6.3354
C21 0.1432 -6.4049 -3.5817
C22 0.0072 -4.9077 -3.5378
C23 1.1975 -4.4216 -2.5817
C24 1.4810 -2.9331 -2.6896
C25 1.9071 -2.6443 -4.1615
C26 0.7663 -3.0065 -5.1642
N1 0.2093 -4.3977 -4.9179
O11 -0.8459 -4.6765 -5.8246
C27 -0.2434 -1.8501 -5.2167
C28 1.3664 -3.0301 -6.6037
C29 -1.3799 -4.4408 -2.9565
H41 0.9665 -6.7442 -4.2103
H42 -0.8049 -6.8149 -3.9299
H43 0.1736 -6.9066 -2.6146
H44 0.9987 -4.7874 -1.5743
H45 2.0937 -4.9846 -2.8422
H46 2.3393 -2.8305 -2.0256
H47 0.6248 -2.3116 -2.4274
H48 2.8450 -3.1751 -4.3250
H49 2.0216 -1.5605 -4.1793
H50 0.3689 -0.9756 -5.4367
H51 -1.0008 -1.9894 -5.9880
H52 -0.8115 -1.7318 -4.2940
H53 2.2090 -3.7189 -6.5438
H54 0.5753 -3.2360 -7.3246
H55 1.7301 -2.0327 -6.8510
H56 -1.4014 -3.3684 -2.7623
H57 -1.7217 -4.9169 -2.0375
H58 -2.1604 -4.6386 -3.6912
H59 -0.5221 -5.4585 -6.2776
C30 -2.2987 4.9349 -6.6311
C31 -3.1427 3.8545 -7.3308
C32 -2.3411 3.3406 -8.5124
C33 -1.2291 2.3989 -8.1095
C34 -1.8815 1.1897 -7.3761
C35 -2.6926 1.5949 -6.1214
N2 -3.6083 2.7605 -6.4612
O12 -4.4044 3.1485 -5.3939
C36 -3.5331 0.3502 -5.7609
C37 -1.7139 1.8668 -4.9482
C38 -4.4189 4.5929 -7.9809
H60 -2.9165 5.4565 -5.9002
H61 -2.0378 5.7504 -7.3055
H62 -1.4588 4.5598 -6.0462
H63 -3.0603 2.8162 -9.1416
H64 -2.0767 4.2196 -9.1003
H65 -0.4474 2.8966 -7.5357
H66 -0.6365 1.9161 -8.8865
H67 -1.1329 0.4187 -7.1939
H68 -2.5764 0.7449 -8.0883
H69 -3.1907 -0.3248 -4.9765
H70 -4.5487 0.6469 -5.4989
H71 -3.8011 -0.2910 -6.6006
H72 -2.3096 2.1499 -4.0804
H73 -1.1879 0.9539 -4.6689
H74 -1.0091 2.6836 -5.1037
H75 -4.1359 5.4401 -8.6057
H76 -5.1954 4.8466 -7.2593
H77 -4.9185 3.9274 -8.6849
H78 -5.1719 2.5806 -5.4945
C39 2.9848 1.7794 6.9844
C40 3.3286 0.2697 6.7538
C41 3.5746 -0.1508 8.2488
C42 3.7488 -1.7718 8.2794
C43 2.4269 -2.3852 7.6557
C44 1.9837 -1.8921 6.2375
N3 2.1800 -0.4344 6.1503
O13 1.8176 0.0330 4.9440
C45 2.6554 -2.6068 5.1557
C46 0.4505 -2.1376 6.1084
C47 4.6509 0.2963 5.9438
H79 3.7219 2.2407 7.6417
H80 1.9941 1.8828 7.4271
H81 2.7871 2.3602 6.0834
H82 4.4275 0.2508 8.7960
H83 2.7245 0.1168 8.8764
H84 3.9124 -2.0703 9.3149
H85 4.6558 -2.0842 7.7620
H86 1.6035 -2.3953 8.3699
H87 2.6112 -3.4504 7.5164
H88 2.4012 -3.6584 5.0229
H89 2.5897 -2.1242 4.1806
H90 3.6871 -2.7438 5.4796
H91 0.0528 -2.0221 5.1001
H92 0.1916 -3.1680 6.3519
H93 -0.1745 -1.4412 6.6675
H94 4.6967 0.8037 4.9802
H95 4.9079 -0.7104 5.6142
H96 5.4815 0.6593 6.5491
H97 1.0137 0.5178 5.1452
C48 -7.2960 0.6220 1.6969
C49 -6.8660 -0.8644 1.3196
C50 -8.1988 -1.6193 1.4304
C51 -8.2207 -2.9580 0.7045
C52 -7.7883 -2.8780 -0.8236
C53 -6.4133 -2.1072 -0.9475
N4 -6.3829 -0.8588 -0.1307
O14 -5.2373 -0.1365 -0.2542
C54 -5.2500 -3.1591 -0.6049
C55 -6.2112 -1.7623 -2.4255
C56 -5.8418 -1.3060 2.3543
H98 -6.5029 1.3648 1.7831
H99 -7.7824 0.7249 2.6669
H100 -8.0064 0.9502 0.9382
H101 -8.4410 -1.7557 2.4844
H102 -9.0119 -1.0224 1.0173
H103 -9.2710 -3.2265 0.8174
H104 -7.7194 -3.6881 1.3400
H105 -8.6111 -2.4179 -1.3708
H106 -7.7015 -3.9024 -1.1855
H107 -5.2311 -3.3558 0.4670
H108 -5.3136 -4.0995 -1.1525
H109 -4.2667 -2.7204 -0.7741
H110 -6.8926 -0.9370 -2.6320
H111 -5.2255 -1.3319 -2.6023
H112 -6.3822 -2.5957 -3.1069
H113 -4.8985 -0.7760 2.2223
H114 -5.6013 -2.3651 2.2614
H115 -6.0711 -1.1706 3.4112
H116 -5.4969 0.3329 -1.0504
C57 6.5263 -5.7361 0.7222
C58 5.9600 -4.5365 -0.1155
C59 4.5745 -4.8017 -0.6532
C60 3.4199 -4.6551 0.3639
C61 3.4426 -3.2565 0.8888
C62 4.8616 -2.8657 1.4945
N5 6.0187 -3.2453 0.6803
O15 7.2293 -3.0569 1.2284
C63 4.8557 -1.2962 1.4755
C64 4.9291 -3.4268 2.9137
C65 6.9894 -4.3681 -1.2584
H117 6.0314 -5.7924 1.6917
H118 7.6131 -5.7774 0.7944
H119 6.2549 -6.7090 0.3123
H120 4.3837 -4.1768 -1.5256
H121 4.5497 -5.8291 -1.0164
H122 3.5211 -5.2427 1.2763
H123 2.4382 -4.8304 -0.0761
H124 2.7775 -3.2275 1.7519
H125 3.2319 -2.5695 0.0691
H126 5.8091 -0.9561 1.8798
H127 4.7559 -0.8809 0.4726
H128 4.0616 -0.8251 2.0548
H129 4.3264 -4.2796 3.2260
H130 5.9037 -3.8627 3.1333
H131 4.7927 -2.5861 3.5939
H132 8.0111 -4.3305 -0.8805
H133 6.6999 -3.5049 -1.8577
H134 6.8739 -5.2305 -1.9149
H135 7.6602 -2.4926 0.5822
C66 4.4885 2.4417 1.9036
C67 4.7064 3.0854 0.4501
C68 3.3927 2.8580 -0.2931
C69 3.0838 3.7010 -1.5736
C70 3.3312 5.1365 -1.3079
C71 4.6596 5.5154 -0.5317
N6 4.9804 4.4746 0.5157
O16 6.0621 4.8592 1.3181
C72 5.7867 5.7704 -1.5210
C73 4.3321 6.8482 0.2411
C74 5.9045 2.4594 -0.2161
H136 3.8794 3.1546 2.4593
H137 5.4012 2.3927 2.4974
H138 4.0127 1.4626 1.8473
H139 3.4294 1.9188 -0.8452
H140 2.5580 2.7891 0.4046
H141 2.0402 3.5890 -1.8675
H142 3.8451 3.4447 -2.3104
H143 2.5048 5.6227 -0.7895
H144 3.2526 5.6194 -2.2820
H145 5.7887 6.7555 -1.9875
H146 6.7081 5.5855 -0.9688
H147 5.6447 5.0706 -2.3446
H148 5.2230 7.2852 0.6922
H149 4.0119 7.5746 -0.5058
H150 3.5499 6.6795 0.9812
H151 6.8834 2.7342 0.1766
H152 6.0200 2.5733 -1.2939
H153 5.8578 1.3896 -0.0124
H154 6.8702 4.6468 0.8454
C75 -0.9618 -7.4119 3.0367
C76 -0.6744 -5.9453 2.5262
C77 -1.2155 -5.8181 1.0781
C78 -2.7525 -5.8483 0.9742
C79 -3.2850 -4.7659 1.8670
C80 -2.8829 -4.8461 3.3803
N7 -1.3708 -5.0424 3.4788
O17 -0.8281 -4.8803 4.6577
C81 -3.1953 -3.4816 3.9725
C82 -3.7975 -5.8832 4.0511
C83 0.8705 -5.5790 2.4119
H155 -1.9874 -7.7169 2.8288
H156 -0.9858 -7.4891 4.1237
H157 -0.2158 -8.1133 2.6632
H158 -0.8148 -4.8824 0.6883
H159 -0.7056 -6.5430 0.4435
H160 -3.1524 -6.7756 1.3843
H161 -3.2025 -5.7079 -0.0086
H162 -4.3552 -4.9670 1.8192
H163 -3.2058 -3.7274 1.5455
H164 -4.2747 -3.3302 3.9703
H165 -2.8078 -3.3015 4.9753
H166 -2.6640 -2.6427 3.5229
H167 -3.5343 -5.9133 5.1084
H168 -4.8515 -5.6174 3.9702
H169 -3.6728 -6.9106 3.7091
H170 1.0560 -4.5523 2.0962
H171 1.5417 -6.2485 1.8741
H172 1.1820 -5.5540 3.4562
H173 -1.1604 -5.6983 5.0345
C84 4.8281 -1.1019 -2.7888
C85 6.2318 -0.8651 -3.4087
C86 7.2736 -0.5320 -2.2832
C87 8.7772 -0.7879 -2.6289
C88 9.0100 -2.1730 -3.3008
C89 8.0292 -2.3870 -4.4993
N8 6.5979 -2.1444 -4.1359
O18 5.6505 -2.4857 -5.0402
C90 8.4313 -1.4891 -5.7399
C91 8.1744 -3.8958 -4.8662
C92 5.9892 0.3962 -4.2844
H174 4.7362 -0.4269 -1.9379
H175 4.7291 -2.1075 -2.3802
H176 4.0694 -0.8946 -3.5435
H177 7.1838 0.5247 -2.0313
H178 6.8562 -1.0197 -1.4022
H179 9.3674 -0.5977 -1.7326
H180 8.9648 -0.1128 -3.4640
H181 8.9404 -2.9760 -2.5671
H182 10.0295 -2.2028 -3.6853
H183 8.5840 -0.4301 -5.5322
H184 9.3673 -1.8723 -6.1463
H185 7.6467 -1.5652 -6.4927
H186 7.5101 -4.1929 -5.6777
H187 9.1531 -4.2754 -5.1600
H188 7.9936 -4.5756 -4.0336
H189 6.8715 0.7128 -4.8408
H190 5.6875 1.2437 -3.6688
H191 5.2346 0.1984 -5.0457
H192 5.5085 -3.3955 -4.7686
C93 1.5699 -0.6041 1.5571
C94 0.0438 -0.5584 0.9598
C95 -0.7859 0.0603 2.1263
C96 -2.1358 0.5563 1.6454
C97 -2.0649 1.4115 0.4184
C98 -1.2352 0.7636 -0.7770
N9 0.0345 0.3432 -0.1820
O19 0.9438 0.0551 -1.1694
C99 -2.1074 -0.3361 -1.5201
C100 -1.0315 1.8866 -1.7500
C101 -0.1687 -2.0429 0.7186
H193 1.9598 0.3790 1.8209
H194 2.2252 -0.9527 0.7588
H195 1.7683 -1.1408 2.4849
H196 -0.9477 -0.7342 2.8548
H197 -0.2994 0.8963 2.6288
H198 -2.5701 1.0298 2.5258
H199 -2.7307 -0.3529 1.5576
H200 -1.7275 2.4305 0.6073
H201 -3.0436 1.7348 0.0637
H202 -2.9625 0.0860 -2.0482
H203 -1.5526 -0.9337 -2.2434
H204 -2.5455 -1.1236 -0.9070
H205 -1.9487 2.3279 -2.1403
H206 -0.2996 2.6197 -1.4109
H207 -0.4747 1.5292 -2.6162
H208 0.6370 -2.6056 0.2471
H209 -0.9627 -2.0985 -0.0262
H210 -0.4037 -2.7253 1.5354
H211 1.5594 0.7888 -1.1031

Atomic partial charges in e from the Löwdin method, atoms 1 to 99:
1. C -0.19
2. C -0.19
3. C -0.17
4. S 0.70
5. O -0.34
6. O -0.33
7. C -0.19
8. H 0.11
9. H 0.07
10. H 0.11
11. H 0.11
12. H 0.08
13. H 0.10
14. H 0.08
15. H 0.10
16. C -0.21
17. C -0.23
18. C -0.19
19. S 0.72
20. O -0.33
21. O -0.32
22. C -0.16
23. H 0.11
24. H 0.10
25. H 0.09
26. H 0.12
27. H 0.09
28. H 0.11
29. H 0.08
30. H 0.07
31. C -0.17
32. C -0.22
33. C -0.21
34. S 0.76
35. O -0.35
36. O -0.36
37. C -0.21
38. H 0.08
39. H 0.11
40. H 0.08
41. H 0.09
42. H 0.07
43. H 0.08
44. H 0.09
45. H 0.09
46. C -0.24
47. C -0.23
48. C -0.19
49. S 0.76
50. O -0.37
51. O -0.33
52. C -0.18
53. H 0.11
54. H 0.11
55. H 0.09
56. H 0.09
57. H 0.08
58. H 0.09
59. H 0.05
60. H 0.11
61. C -0.22
62. C -0.22
63. C -0.18
64. S 0.72
65. O -0.32
66. O -0.33
67. C -0.20
68. H 0.12
69. H 0.09
70. H 0.12
71. H 0.12
72. H 0.09
73. H 0.10
74. H 0.09
75. H 0.09
76. C -0.06
77. C -0.47
78. C -0.13
79. C -0.17
80. C -0.11
81. C -0.46
82. N -0.09
83. O -0.02
84. C -0.04
85. C -0.04
86. C 0.00
87. H 0.09
88. H 0.08
89. H 0.08
90. H 0.09
91. H 0.11
92. H 0.08
93. H 0.09
94. H 0.11
95. H 0.10
96. H 0.08
97. H 0.08
98. H 0.06
99. H 0.08



2.
Here is a molecular structure, C21H34BeBrN2O2PS from OMol25. Energies are from ωB97M-V/def2-TZVPD.

Results
- ΔE to the lowest compared entry with this formula, charge and spin (kJ/mol) = 27.3
- net charge = 0
- frontier orbital gap (eV) = 8.90
- lowest unoccupied orbital energy (eV) = 0.4200

CARTESIAN COORDINATES (ANGSTROEM)
Be1 0.9743 -0.4290 -0.8890
C1 2.2060 2.4539 -2.2171
P1 2.3056 0.6312 -2.3685
C2 1.8394 0.3859 -4.1182
C3 4.1071 0.3249 -2.4497
H1 2.7658 2.9473 -3.0123
H2 2.5945 2.7695 -1.2480
H3 1.1560 2.7426 -2.2665
H4 2.4644 1.0010 -4.7666
H5 0.7914 0.6486 -4.2610
H6 1.9637 -0.6671 -4.3728
H7 4.5879 1.0307 -3.1272
H8 4.2616 -0.6923 -2.8112
H9 4.5501 0.4012 -1.4571
Br1 -1.5615 -5.0469 -4.0873
C4 -2.2831 -3.9320 -2.7344
C5 -3.6217 -4.1654 -2.4430
C6 -4.2578 -3.4372 -1.4540
C7 -3.5627 -2.4602 -0.7596
C8 -2.2376 -2.2143 -1.0643
C9 -1.5645 -2.9428 -2.0486
C10 -0.1110 -2.5721 -2.2994
O1 0.5886 -3.1495 -3.1062
O2 0.2904 -1.5945 -1.5579
H10 -4.1632 -4.9194 -2.9966
H11 -5.2968 -3.6366 -1.2238
H12 -4.0631 -1.8975 0.0192
H13 -1.6874 -1.4351 -0.5507
C11 -2.8556 1.1245 1.9625
C12 -2.2024 2.0103 0.8914
C13 -1.8169 3.3679 1.4963
C14 -3.2101 2.2358 -0.2476
C15 -1.0146 1.3273 0.3522
C16 -0.0738 0.7214 -0.1231
H14 -3.7793 1.5851 2.3207
H15 -2.1900 0.9890 2.8169
H16 -3.0896 0.1424 1.5493
H17 -2.7181 3.9408 1.7272
H18 -1.2110 3.9421 0.7949
H19 -1.2479 3.2482 2.4200
H20 -4.1401 2.6437 0.1552
H21 -3.4251 1.2966 -0.7580
H22 -2.8111 2.9411 -0.9775
C17 1.7136 1.7321 2.8557
N1 2.5293 0.6184 2.3795
C18 3.8190 1.0498 1.8613
C19 1.9507 -0.5206 1.8982
S1 2.5608 -1.3276 0.5270
N2 0.9385 -1.0334 2.6070
C20 0.0983 -2.1059 2.0946
C21 0.6853 -0.6844 3.9934
H23 1.7462 2.5413 2.1222
H24 2.0928 2.1017 3.8118
H25 0.6770 1.4341 2.9505
H26 4.2441 1.7588 2.5730
H27 3.7209 1.5386 0.8873
H28 4.4862 0.2008 1.7577
H29 0.0954 -2.1025 1.0104
H30 -0.9208 -1.9496 2.4513
H31 0.4570 -3.0777 2.4431
H32 1.5413 -0.1691 4.4195
H33 0.5186 -1.6057 4.5536
H34 -0.2053 -0.0603 4.0943

Listed below, in e, are the Löwdin charges computed for each atom:
1. Be -0.19
2. C -0.26
3. P 0.86
4. C -0.25
5. C -0.26
6. H 0.04
7. H 0.03
8. H 0.04
9. H 0.04
10. H 0.05
11. H 0.05
12. H 0.05
13. H 0.05
14. H 0.02
15. Br 0.79
16. C -0.59
17. C -0.15
18. C -0.09
19. C -0.08
20. C -0.02
21. C -0.13
22. C -0.54
23. O 0.03
24. O -0.13
25. H 0.09
26. H 0.10
27. H 0.10
28. H 0.09
29. C -0.05
30. C -0.63
31. C -0.06
32. C -0.05
33. C -0.11
34. C -0.01
35. H 0.09
36. H 0.07
37. H 0.07
38. H 0.08
39. H 0.08
40. H 0.07
41. H 0.08
42. H 0.08
43. H 0.09
44. C -0.06
45. N -0.19
46. C -0.09
47. C -0.71
48. S 0.79
49. N -0.18
50. C -0.06
51. C -0.04
52. H 0.10
53. H 0.10
54. H 0.06
55. H 0.09
56. H 0.08
57. H 0.07
58. H 0.04
59. H 0.10
60. H 0.10
61. H 0.09
62. H 0.10
63. H 0.08



3.
Here is C8H12INS in the gas phase from OMol25. Energies are from ωB97M-V/def2-TZVPD.

Results
- ΔE to the lowest compared entry with this formula, charge and spin (kJ/mol) = 0.0
- net charge = 0
- SMILES = Cc1nc(C)c(C(C)(C)I)s1
- frontier orbital gap (eV) = 8.40
- lowest unoccupied orbital energy (eV) = -0.0264

CARTESIAN COORDINATES (ANGSTROEM)
C1 -2.5925 0.5998 -2.8379
C2 -1.6631 0.6016 -1.5982
N1 -1.4585 1.5083 -0.7869
C3 -0.5950 1.1327 0.2199
C4 -0.4650 2.0993 1.3197
C5 -0.2303 -0.1969 0.1345
C6 0.5852 -0.9566 1.0704
C7 0.7374 -2.3772 0.4478
C8 2.0343 -0.4069 1.3195
I1 -0.5853 -1.1963 3.0006
S1 -0.8998 -0.9336 -1.3189
H1 -3.5706 0.2639 -2.2265
H2 -2.7155 1.6631 -3.1456
H3 -2.2085 -0.1482 -3.5388
H4 0.5666 2.1458 1.7399
H5 -0.9616 3.0023 1.0583
H6 -0.8905 1.5199 2.1328
H7 1.1432 -3.0766 1.1202
H8 -0.3006 -2.7609 0.2097
H9 1.2637 -2.4254 -0.4791
H10 2.8172 -1.1165 1.6197
H11 1.9727 0.2454 2.2427
H12 2.3941 0.3702 0.5282

Listed below, in e, are the Löwdin charges computed for each atom:
1. C -0.08
2. C -0.68
3. N 0.08
4. C -0.36
5. C -0.03
6. C -0.54
7. C -0.81
8. C -0.21
9. C -0.11
10. I 0.80
11. S 1.09
12. H 0.13
13. H 0.08
14. H 0.05
15. H 0.09
16. H 0.08
17. H 0.01
18. H 0.05
19. H 0.06
20. H 0.07
21. H 0.07
22. H 0.05
23. H 0.12



The E results, record by record, are as follows: -214629.933 -119974.029 -28915.493 eV.